Density functional theory data (ωB97M-V with the def2-TZVPD basis set) for a structure of composition C46H47IMnN2O2P2SSi in a non-equilibrium geometry.

Geometry as XYZ:
```
103
Properties=species:S:1:pos:R:3:forces:R:3
I 0.312446 -1.821100 0.546836 0.228 -0.082 0.798
Mn 0.393722 0.052669 -1.241198 0.085 0.376 -0.928
S -0.711112 -2.656507 -2.685785 0.183 -0.075 -0.258
P 0.897126 -0.922269 2.810018 -0.086 -0.187 0.030
P -1.465528 1.557584 -1.761234 -0.018 -0.006 0.099
Si 2.788855 3.574749 1.329388 -0.203 0.037 -0.154
O -0.296458 -3.561526 -3.710115 0.086 0.056 0.118
O -0.536138 -3.129609 -1.297222 0.012 0.008 -0.123
N 1.808616 0.664938 -2.669475 -0.242 -0.244 -0.249
N 0.008419 -1.234220 -2.745083 0.317 0.149 -0.785
C 1.001119 1.439539 4.160423 0.123 0.045 0.067
C 3.551077 -0.669761 2.132667 -0.057 0.072 0.080
C 1.717835 2.236817 0.641781 0.114 -0.187 0.079
C -0.124030 -1.995441 5.109129 -0.054 0.015 0.258
C -6.600443 -1.544414 -3.461109 0.118 -0.023 0.015
C 4.387400 -2.457953 4.112419 0.029 -0.005 0.015
C -2.851221 1.768960 -0.597944 0.019 0.029 0.077
C 2.013156 0.815730 -5.086706 0.163 0.113 -0.102
C 0.436698 2.611520 4.645041 -0.068 -0.025 0.036
C 3.032138 1.780301 -4.903921 0.000 0.006 -0.199
C -1.721248 -3.887780 3.790255 -0.020 -0.041 0.121
C 3.418135 2.137114 -3.646405 0.058 0.037 0.099
C 1.569212 0.391936 -6.362425 0.102 0.103 0.032
C 0.456675 -0.751556 -4.030820 -0.298 -0.177 0.760
C 5.301217 -1.907504 3.223763 0.030 0.006 -0.002
C 1.770192 4.698299 2.395385 -0.204 0.260 0.245
C 4.199240 2.853713 2.288654 0.300 -0.194 0.186
C -1.700688 -3.797774 5.202732 -0.105 -0.119 -0.031
C 3.455999 4.510439 -0.120169 0.146 0.225 -0.348
C -3.028288 -2.689628 -4.088729 -0.074 0.033 0.132
C 0.038925 -1.131892 -5.276815 -0.117 -0.151 -0.231
C -2.567311 -4.904006 1.767267 0.020 0.028 -0.165
C -0.987230 -3.135342 1.637674 0.035 0.065 -0.110
C -3.169884 -1.830430 -1.831012 -0.060 -0.035 -0.179
C -0.948706 1.097892 2.749030 -0.054 0.117 0.109
C -2.427648 -2.381598 -2.871654 -0.341 -0.058 -0.033
C -0.899466 -3.007980 3.042867 -0.039 -0.083 0.016
C -0.801982 3.028897 4.177217 -0.022 -0.079 -0.014
C -5.138165 -1.845565 -3.245083 -0.130 0.029 -0.016
C 4.885878 -1.018441 2.237536 0.027 0.047 0.023
C 2.629844 -1.234866 3.024244 0.125 -0.020 0.011
C -0.088205 -2.074774 3.741247 -0.193 -0.173 -0.336
C 1.440260 0.257054 -3.933753 0.199 0.201 0.345
C -1.494950 2.274097 3.230664 0.050 0.035 0.040
C 0.299468 0.691523 3.221066 -0.042 0.081 -0.188
C -0.812949 3.244508 -1.911940 0.031 0.058 -0.052
C 0.597106 -0.556243 -6.443746 -0.125 -0.110 0.080
C 3.043922 -2.136144 4.011281 0.051 0.028 -0.058
C -1.768712 -4.031203 0.985491 -0.167 -0.146 0.221
C -0.929276 -2.877702 5.851341 0.088 0.108 0.032
C -2.290767 1.271895 -3.351991 -0.110 -0.015 -0.025
C -4.515166 -1.565550 -2.027213 -0.056 0.004 0.062
C -2.544333 -4.832664 3.123539 -0.020 0.009 0.189
C 1.116148 1.373782 0.015553 0.085 -0.217 0.334
C 2.765750 1.556714 -2.547009 0.074 0.103 0.070
C -4.376282 -2.415788 -4.263591 -0.035 0.003 -0.072
H -0.031992 3.270922 -2.676097 -0.056 -0.012 0.027
H 2.333076 -2.583492 4.692645 0.034 -0.020 -0.056
H -2.463895 2.606890 2.875380 0.077 -0.016 0.038
H -5.102611 -1.145173 -1.217302 0.022 -0.023 -0.039
H 3.012522 1.847994 -1.535072 0.000 0.014 -0.025
H -2.456827 -3.167186 -4.875165 -0.019 0.032 0.077
H -2.476041 2.161830 0.351266 -0.003 -0.037 -0.108
H -1.783699 -4.099116 -0.088230 -0.019 -0.010 0.016
H 1.840362 4.416270 3.450425 -0.025 0.102 -0.175
H 0.466475 -1.249004 5.631526 -0.041 -0.031 -0.026
H -2.327797 -4.477007 5.768661 0.023 0.021 -0.022
H -1.493372 0.513522 2.012775 0.080 -0.007 0.043
H -0.705502 -1.903796 -5.395892 0.033 0.032 -0.002
H -3.355558 0.818096 -0.417231 0.014 0.046 -0.033
H -6.720980 -0.670817 -4.105993 0.026 -0.028 0.018
H 4.000388 5.397182 0.225133 -0.044 -0.099 -0.082
H -3.191460 -5.627975 1.260192 0.025 0.029 0.007
H 3.870261 2.063588 2.968177 0.052 0.043 0.045
H 3.502023 2.223975 -5.775897 -0.042 -0.036 0.053
H -3.568643 2.478042 -1.013916 -0.041 -0.002 0.053
H -3.004673 2.078148 -3.528904 -0.026 -0.025 -0.073
H 4.718517 -3.146090 4.880666 -0.017 0.045 -0.054
H -4.851109 -2.663411 -5.208288 0.050 0.022 0.089
H 2.009578 0.824342 -7.253101 -0.015 -0.014 0.064
H 3.224292 0.045886 1.383534 -0.028 -0.046 -0.001
H 4.959187 2.431936 1.620802 -0.079 0.024 0.102
H -3.158775 -5.500773 3.718884 0.075 0.077 -0.040
H -2.708070 -1.610959 -0.874658 0.040 -0.022 -0.006
H -7.105015 -2.378671 -3.950425 0.044 0.024 0.025
H 0.245492 -0.892255 -7.412627 0.008 0.009 0.104
H 5.608541 -0.590980 1.553535 -0.037 -0.021 0.033
H -1.232733 3.949587 4.551320 0.007 -0.043 -0.019
H 0.968561 3.199045 5.385864 -0.066 -0.066 -0.077
H 0.714097 4.680490 2.105902 0.128 0.047 0.051
H -2.818584 0.315376 -3.340958 0.051 0.104 -0.007
H 4.155202 3.902835 -0.708577 -0.126 0.110 0.052
H 2.132037 5.727888 2.301819 -0.050 -0.098 0.035
H 6.348337 -2.173244 3.301129 -0.042 0.013 -0.016
H 4.680856 3.635621 2.888408 -0.041 -0.116 -0.093
H 2.644680 4.847637 -0.775934 0.147 -0.022 0.044
H -7.110923 -1.338742 -2.521136 0.030 -0.012 -0.013
H -0.366025 3.549399 -0.964654 -0.052 -0.038 -0.045
H -0.938330 -2.816813 6.931235 0.008 0.009 -0.030
H -1.613783 3.930669 -2.192180 0.037 0.037 -0.010
H 1.973622 1.115163 4.518783 -0.062 0.010 -0.052
H 4.200637 2.865561 -3.474493 -0.060 -0.053 -0.024
H -1.562735 1.254169 -4.163697 0.028 0.009 0.035
```
Forces are in eV/Å.

Output
E_LUMO (alpha / beta) = -0.22503 / -0.22385 Ha
Charge = +2
Highest occupied orbital energy (alpha / beta) = -12.404 / -12.395 eV
Gap between HOMO and LUMO (alpha / beta) = 6.2806 / 6.3035 eV
2S+1 = 4

Density functional theory data (ωB97M-V with the def2-TZVPD basis set) for a structure of composition C46H47MnN8O4P2S2 in a non-equilibrium geometry.

Geometry as XYZ:
```
110
Properties=species:S:1:pos:R:3:forces:R:3
Mn -0.452300 0.026000 0.151100 0.933 1.087 0.435
S -2.771900 7.602600 0.555700 0.072 -0.074 0.343
S 0.100100 -0.714800 2.403700 -0.087 -0.041 0.582
P -2.024300 -1.753900 -0.508600 -0.955 -1.606 -0.894
P 0.654200 -2.689200 -0.494200 -0.043 -0.574 -0.309
O -5.543100 3.709600 1.642400 0.008 -0.112 0.082
O -1.918700 7.228000 -0.547300 0.396 -0.009 0.007
O -5.380200 1.582500 2.032200 -0.005 0.214 -0.034
O -4.005800 8.256000 0.246800 -0.424 0.214 0.214
N 1.755500 0.069800 0.152500 -0.120 1.251 -0.726
N -2.908500 3.685500 0.647800 0.025 -0.416 0.214
N 0.248600 1.332300 -1.624100 0.501 0.062 -0.324
N 2.471100 -1.626900 3.109200 0.199 -0.031 -0.014
N -1.055800 -3.193300 -0.366800 0.088 0.582 -0.156
N -4.932100 2.654700 1.665700 -0.574 -0.162 0.256
N 2.464900 -0.487200 1.131600 1.740 -0.420 -0.069
N -1.506500 1.980300 0.787200 -0.126 -0.126 0.003
C -3.445300 -0.253000 -3.961500 -0.047 0.094 -0.094
C -2.162400 -2.617800 -3.236900 -0.094 0.008 0.149
C -3.073000 -0.466600 -2.649300 0.135 -0.128 0.150
C -6.191400 -3.373600 0.634700 -0.015 0.088 0.030
C 1.591000 1.327200 -1.823200 -0.915 0.491 -0.696
C -2.691900 1.600000 1.325700 -0.657 0.504 0.257
C 2.393900 0.689800 -0.809900 0.163 -1.178 1.633
C 1.043700 -2.600900 -2.281300 0.080 0.140 0.160
C 4.527700 -0.533900 -0.996800 -0.108 0.162 -0.130
C 0.904000 -5.465100 -0.622400 0.127 0.032 0.028
C 2.667500 -4.313400 0.546700 -0.160 0.100 -0.048
C -0.509800 1.939300 -2.535000 -0.061 -0.033 -0.014
C 1.862100 -2.076400 -4.899000 -0.019 -0.017 0.027
C -3.160600 -1.216500 -4.916700 0.005 0.031 -0.055
C -5.802200 -2.123800 1.082400 -0.168 -0.015 0.023
C -0.602900 4.099500 -0.195400 0.092 0.109 -0.112
C -4.087600 -3.622900 -0.495200 0.013 0.053 -0.031
C -3.675500 -2.379500 -0.013400 0.047 0.282 0.252
C 1.546800 -6.668200 -0.409600 -0.095 -0.060 -0.055
C 0.564900 -1.494500 -2.977000 0.011 0.052 0.197
C -2.523500 -2.392000 -4.554000 -0.046 -0.065 -0.060
C -3.180800 6.021400 1.423900 0.216 0.765 -0.311
C 6.610900 0.614400 -1.307200 -0.004 0.100 0.092
C 2.167400 1.914900 -2.958900 -0.062 -0.183 0.393
C 1.813100 -0.948300 2.159800 -1.553 0.512 -0.188
C 2.751300 -6.698500 0.278500 0.067 0.016 0.069
C 2.378300 -3.157800 -4.205000 0.124 -0.037 -0.154
C 4.589500 1.872100 -1.007800 -0.143 -0.160 0.103
C 5.957400 1.831200 -1.200600 0.121 0.037 -0.026
C 1.458800 -4.284300 -0.134800 -0.065 0.152 0.022
C -5.332100 -4.119700 -0.160400 0.037 -0.041 -0.061
C 0.943600 -1.243600 -4.280400 -0.032 0.098 -0.108
C -0.342800 8.223500 1.652600 0.145 -0.013 -0.050
C -1.653800 3.245800 0.404200 -0.051 -0.085 -0.086
C -2.430400 -1.646900 -2.283700 0.100 0.288 0.077
C -0.013400 2.563000 -3.662600 0.262 0.069 -0.065
C -1.797000 8.625900 1.705400 -0.281 -0.641 -0.442
C -3.411500 4.997200 0.320400 -0.263 0.636 -0.442
C 3.862800 0.688100 -0.919700 0.261 -0.079 -0.034
C 3.312900 -5.523300 0.750500 0.092 -0.124 0.016
C -4.547100 -1.629400 0.763300 0.188 -0.014 -0.020
C 1.978900 -3.423200 -2.905900 -0.091 -0.057 -0.064
C -1.241200 -3.748700 0.993700 -0.180 -0.301 0.495
C -3.586600 2.643500 1.241100 1.310 -0.764 -0.171
C 5.894200 -0.564700 -1.194700 0.034 -0.136 -0.029
C 1.363200 2.545500 -3.881200 -0.534 0.006 0.098
H 0.259700 8.903000 2.249400 0.023 0.026 0.093
H 3.236400 1.868500 -3.092700 0.007 -0.022 -0.025
H 1.107700 -7.581200 -0.783400 -0.001 -0.099 -0.018
H 4.086200 2.824900 -0.915500 -0.054 0.069 -0.032
H 3.473200 -1.696600 3.053600 0.033 0.034 0.050
H 0.530900 -0.401200 -4.816200 -0.042 0.116 -0.006
H 3.098700 -3.388900 0.906500 0.035 0.061 0.075
H -4.274100 -0.650600 1.124000 0.047 0.081 0.041
H 3.959700 -1.451200 -0.928100 -0.013 -0.056 0.024
H -2.296200 -3.131100 -5.306600 0.012 -0.102 -0.067
H -0.974100 -3.028200 1.778900 -0.013 -0.169 -0.064
H -0.120900 -0.823300 -2.468600 0.157 -0.085 -0.308
H -0.474800 5.020600 0.371800 -0.002 0.044 0.018
H 3.247200 -7.642300 0.448700 0.065 -0.063 0.010
H -0.691300 3.058900 -4.339400 -0.033 0.004 -0.091
H -1.648400 -3.524000 -2.950900 0.035 -0.070 0.008
H -2.875500 5.350800 -0.565600 -0.153 -0.296 0.034
H 2.183600 -1.873600 -5.909900 0.013 -0.012 -0.082
H -3.433700 -1.044700 -5.946600 -0.033 -0.012 -0.101
H -1.574400 1.936800 -2.347700 -0.123 -0.049 0.032
H 4.252500 -5.550800 1.282000 0.077 -0.001 0.040
H -5.638400 -5.089300 -0.526400 -0.004 -0.046 -0.019
H -0.198100 7.214400 2.030900 0.091 -0.113 0.073
H -3.427400 -4.200000 -1.127000 0.062 -0.059 -0.026
H -3.949500 0.658700 -4.246400 -0.056 0.077 -0.015
H 1.790700 3.018700 -4.752300 0.029 0.013 -0.074
H 0.005500 8.258900 0.623500 0.098 -0.001 0.014
H -2.337800 5.756500 2.057000 0.129 -0.027 0.065
H 3.105300 -3.800100 -4.679700 0.063 -0.062 -0.027
H 6.401400 -1.513800 -1.270300 0.068 -0.112 -0.008
H -4.477200 4.923400 0.100000 0.313 0.004 -0.065
H 2.408400 -4.269400 -2.391600 -0.002 -0.036 0.042
H -3.278500 0.274100 -1.880600 -0.092 0.082 -0.060
H -6.468400 -1.520200 1.680600 -0.063 0.014 0.060
H 6.510600 2.753000 -1.278700 0.109 0.118 0.020
H -2.823500 0.646800 1.806300 -0.088 -0.054 -0.034
H -7.163300 -3.767600 0.892500 -0.068 0.001 0.023
H -4.068700 6.189500 2.023700 -0.021 0.075 0.128
H -2.281200 -4.041400 1.127300 0.111 0.000 0.018
H -0.874200 4.390600 -1.210600 0.041 0.061 -0.037
H -0.027700 -5.421200 -1.167700 -0.109 -0.064 -0.048
H -0.626300 -4.638000 1.117700 -0.062 0.092 -0.027
H 0.343100 3.563500 -0.225700 -0.092 -0.016 0.072
H -2.245300 8.505500 2.686400 -0.139 0.069 0.142
H 1.987900 -1.864600 3.958400 0.098 0.009 -0.067
H -1.944900 9.645600 1.359400 -0.205 0.044 -0.077
H 7.677400 0.587700 -1.461200 0.139 -0.008 -0.041
```
Forces are in eV/Å.

Output
E_LUMO (alpha / beta) = -0.11100 / -0.11519 Ha
Charge = +1
Highest occupied orbital energy (alpha / beta) = -9.970 / -10.072 eV
Energy above the lowest of the compared OMol25 structures with the same formula, charge and spin = 148.3 kJ/mol
Gap between HOMO and LUMO (alpha / beta) = 6.9498 / 6.9372 eV
2S+1 = 6